18
Properties=species:S:1:pos:R:3:forces:R:3 method="wB97M-V/def2-TZVPD" total_energy_ha=-397.67926 charge=+1 de_lowest_kcal_mol=0.00
C 0.537 -0.712 1.586 0.0 0.0 0.0
C -2.124 -0.281 -1.048 -0.5 -0.2 -0.5
C 0.147 -0.558 0.146 0.5 0.1 0.2
C 0.223 0.757 -0.532 0.2 -0.2 -0.3
N 4.084 -0.128 -0.240 -1.3 -0.1 0.0
N 2.990 -0.218 -0.242 1.6 0.1 -0.1
N -1.107 0.189 -0.120 -0.7 0.2 0.4
O 0.618 1.831 0.181 0.2 0.1 0.3
H -0.145 -1.389 2.096 0.0 0.0 0.0
H 0.548 0.249 2.091 0.0 0.0 0.1
H 1.535 -1.137 1.644 0.0 0.0 0.0
H -2.795 0.535 -1.313 0.1 0.0 0.0
H -1.656 -0.662 -1.953 0.1 0.0 0.0
H -2.704 -1.082 -0.589 0.1 0.0 0.0
H 0.262 -1.444 -0.467 -0.1 0.1 -0.1
H 0.360 0.782 -1.610 -0.1 0.0 0.1
H -1.490 0.634 0.716 0.2 0.0 -0.2
H 0.715 2.634 -0.347 -0.1 -0.2 -0.1


18
Properties=species:S:1:pos:R:3:forces:R:3 method="wB97M-V/def2-TZVPD" smiles="CC(C)(N=O)C(N)=[NH2+]" total_energy_ha=-397.55592 charge=+1 de_lowest_kcal_mol=77.40
C -0.357 -1.008 0.119 2.8 -0.8 -0.5
C 0.137 1.000 -1.243 -1.5 -0.1 -1.1
C 0.034 1.492 1.263 1.3 -0.5 0.9
C 0.515 0.499 0.164 -4.6 -2.3 -0.6
N 1.902 0.449 0.100 3.3 -0.4 0.5
N 0.219 -2.171 -0.150 2.2 -2.4 0.4
N -1.640 -0.970 0.143 -2.0 3.1 0.5
O 2.533 -0.582 0.020 -1.3 0.8 0.0
H 0.464 0.252 -1.971 0.3 0.2 0.0
H -1.001 1.038 -1.435 1.8 0.4 0.7
H 0.607 1.959 -1.483 -0.2 -0.2 0.2
H 0.219 2.493 0.759 -0.2 -1.0 1.6
H 0.527 1.235 2.273 0.3 1.0 -1.8
H -0.968 1.383 1.679 -0.6 0.0 -1.2
H 1.254 -2.240 -0.285 -1.3 0.7 0.5
H -0.137 -3.186 -0.025 -0.2 2.7 -0.3
H -1.952 0.010 0.140 -0.5 -0.9 0.3
H -2.357 -1.652 -0.067 0.5 -0.4 0.0


19
Properties=species:S:1:pos:R:3:forces:R:3 method="wB97M-V/def2-TZVPD" total_energy_ha=-795.73259 charge=+1 de_lowest_kcal_mol=79.73
C -0.962 -2.928 -0.111 2.3 -1.2 -0.8
C -0.824 -1.765 0.465 0.4 1.4 -1.4
C 1.747 1.246 0.031 -0.9 0.2 1.4
C 0.456 -0.946 0.581 -0.2 -1.9 2.8
N 2.170 1.391 -1.188 1.5 1.1 0.2
N 0.417 0.327 -0.124 -1.1 0.2 -0.1
N -0.441 0.660 -0.953 -0.1 -1.1 0.4
O 2.144 1.637 1.082 -0.9 -0.9 -0.7
S -2.331 1.973 0.752 2.8 1.6 0.5
H -1.809 -3.497 -0.364 -1.5 -0.1 0.3
H -0.074 -3.458 -0.450 0.2 0.1 0.1
H -1.708 -1.212 0.645 -0.8 0.6 0.9
H 1.398 -1.373 0.180 -0.6 -0.4 0.3
H 0.572 -0.910 1.750 0.4 1.0 -2.2
H 1.625 1.062 -1.942 -0.2 0.1 -1.1
H 2.914 2.088 -1.235 -0.2 -0.4 -0.8
H -1.264 -0.059 -1.044 1.7 1.1 0.5
H -0.973 2.688 0.899 -3.0 -1.3 -0.2
H -3.058 3.076 1.024 0.2 -0.1 -0.1


18
Properties=species:S:1:pos:R:3:forces:R:3 method="wB97M-V/def2-TZVPD" smiles="C[C@H]1N=N[C@@H](S)[C@@H]1[NH3+]" total_energy_ha=-720.51364 charge=+1 de_lowest_kcal_mol=73.27
C 0.090 0.553 -0.117 0.4 0.2 -2.4
C -0.689 -0.706 0.247 -1.2 0.3 1.8
C 1.406 0.280 0.586 0.3 2.0 1.1
C -1.236 -1.592 -0.811 0.0 1.9 -3.5
N 0.245 -1.575 0.945 -0.4 -0.1 0.3
N 1.326 -1.054 1.051 2.4 -1.6 0.6
N -0.791 1.777 0.143 1.5 0.8 3.3
S 2.870 0.696 -0.458 -1.2 1.6 0.5
H 0.540 0.743 -1.128 -1.7 -0.6 0.1
H -1.405 -0.371 1.125 0.6 -0.9 -1.8
H 1.379 0.784 1.551 0.8 0.7 0.1
H -0.667 -1.436 -1.821 -0.6 -0.4 1.9
H -2.225 -1.283 -1.066 -1.0 0.0 -0.2
H -1.244 -2.620 -0.598 0.1 -1.2 0.6
H -1.072 1.812 1.179 0.4 -0.1 -1.6
H -1.650 1.739 -0.361 -0.8 -0.1 -0.8
H -0.331 2.698 -0.026 -0.2 -0.8 -0.2
H 3.455 -0.447 -0.440 0.6 -1.7 0.2